The following is a DFT calculation (wB97M-V/def2-TZVPD) of a 2-piece molecular cluster, C4H12 overall in a non-equilibrium geometry.

Last column: Mulliken charge in e.
Cartesian coordinates (Å):
H1 -2.632 1.625 -1.240  0.376
H2 -1.863 2.890 0.498  0.264
H3 -2.675 0.235 -0.327  0.217
H4 0.696 -2.429 0.810  0.342
H5 3.060 -2.125 -0.290  0.304
H6 -1.985 1.452 1.387  0.250
H7 0.542 -0.820 0.445  0.024
C1 -1.952 1.062 -0.701  -0.922
H8 2.811 -0.413 -0.562  0.278
H9 1.812 -1.377 -1.482  0.260
C2 -1.475 1.797 0.501  -0.700
C3 2.326 -1.383 -0.515  -0.837
H10 1.737 -1.268 1.516  0.257
H11 -1.242 0.621 -1.308  0.291
H12 -0.366 1.653 0.702  0.215
C4 1.207 -1.521 0.568  -0.619

Its relative energy (zero: lowest compared OMol25 entry of this formula, charge and spin) is 1.304 eV. The SMILES is CC.CC. Its energy is -159.53705 hartree.


The following is a DFT calculation (wB97M-V/def2-TZVPD) of one molecule with the formula C3H4FNO2 in a non-equilibrium geometry.

Last column: Mulliken charge in e.
Cartesian coordinates (Å):
F1 -0.403 -0.314 2.614  -0.264
C1 -0.427 0.616 1.575  -0.238
H1 0.566 1.035 -2.527  0.206
N1 0.823 -0.791 -0.159  -0.349
O1 -0.631 0.766 -0.833  -0.334
H2 0.141 1.511 1.833  0.217
H3 -0.734 -0.330 -2.679  0.214
H4 -1.504 0.925 1.558  0.233
O2 0.880 -0.832 -1.558  -0.212
C2 0.029 0.114 0.212  0.583
C3 -0.033 0.227 -2.033  -0.055

Its relative energy (zero: lowest compared OMol25 entry of this formula, charge and spin) is 2.712 eV. The SMILES is FCC1=NOCO1. Its energy is -421.72348 hartree.


The following is a DFT calculation (wB97M-V/def2-TZVPD) of one molecule with the formula C4H5NO in a non-equilibrium geometry.

Last column: Mulliken charge in e.
Cartesian coordinates (Å):
H1 -1.424 -0.320 0.903  0.304
C1 -1.318 -1.248 -0.650  -0.583
C2 -0.345 0.808 0.133  -0.691
C3 -1.614 0.133 -0.332  -0.184
H2 -2.618 0.606 -0.342  0.397
O1 0.067 -1.323 -0.419  -0.183
C4 0.620 -0.146 -0.003  0.566
N1 1.967 -0.181 0.290  -0.498
H3 -0.231 1.853 0.393  0.358
H4 2.421 0.723 0.238  0.246
H5 2.475 -0.903 -0.211  0.269

Its relative energy (zero: lowest compared OMol25 entry of this formula, charge and spin) is 4.294 eV. Its energy is -285.25677 hartree.


The following is a DFT calculation (wB97M-V/def2-TZVPD) of a 4-piece molecular cluster, C27H49BNO7 overall in a non-equilibrium geometry.

Last column: Mulliken charge in e.
Cartesian coordinates (Å):
H1 -2.467 6.012 4.071  0.262
C1 -2.822 6.726 7.402  0.728
C2 -0.643 -4.638 -7.374  0.794
C3 -3.134 4.402 2.828  0.797
C4 -1.298 -4.835 -6.033  -0.895
H2 -4.999 1.008 -0.359  0.306
H3 0.479 -3.625 3.606  0.232
H4 -0.944 -4.260 -9.453  0.297
C5 -1.548 -4.384 -8.554  -1.057
B1 1.607 -1.827 -1.164  0.555
H5 7.878 2.229 -2.176  0.243
H6 0.362 1.209 -0.403  0.235
O1 5.212 1.019 -2.220  -0.319
H7 1.180 -6.309 0.265  0.330
H8 -1.959 -5.705 -6.067  0.393
H9 8.371 0.950 -3.383  0.314
H10 -2.866 0.122 3.416  0.299
C6 6.205 1.286 -3.245  -0.268
C7 -4.127 0.605 1.625  -0.371
C8 -1.534 0.343 0.116  0.405
H11 4.503 -0.732 -3.192  0.259
C9 -1.638 0.174 1.574  -0.104
H12 2.572 -5.263 0.720  0.344
H13 -1.943 3.232 1.498  -0.090
H14 -3.279 8.804 7.564  0.280
C10 -1.966 4.252 1.885  -0.545
H15 -3.508 6.508 2.702  0.347
H16 -0.635 -1.643 -4.538  0.316
C11 1.456 -5.292 0.667  -0.939
O2 -3.103 6.702 6.224  -0.466
H17 1.481 -0.474 0.619  0.149
C12 0.934 -2.172 -2.615  -0.652
H18 -2.322 4.653 7.421  0.260
C13 -4.056 0.773 0.178  -0.596
H19 -2.075 4.943 1.046  0.336
H20 -3.041 5.243 8.930  0.323
H21 7.681 0.447 -1.757  0.279
C14 2.933 0.087 -1.891  -0.096
H22 0.880 -6.181 2.586  0.366
H23 0.074 -1.569 0.571  0.036
H24 1.213 -1.459 -3.451  0.344
H25 -0.352 -4.964 1.970  0.311
C15 1.339 -4.060 3.018  -0.831
H26 -1.347 5.648 8.518  0.322
O3 -3.875 3.473 3.057  -0.504
H27 -0.024 -3.761 0.153  0.015
C16 -0.604 -2.349 -2.703  0.457
H28 -2.126 -3.472 -8.391  0.296
H29 -3.645 7.862 9.021  0.329
H30 1.377 -3.161 -2.949  0.235
H31 -4.210 5.712 4.122  0.239
H32 -2.832 0.793 -1.671  0.255
C17 -2.351 5.488 8.121  -1.044
H33 -1.951 8.267 8.609  0.324
H34 1.993 0.397 -2.424  0.074
C18 0.736 -0.945 -0.097  -0.378
C19 -2.884 0.284 2.311  -0.555
H35 6.143 0.491 -4.038  0.291
O4 0.562 -4.679 -7.504  -0.563
N1 2.010 -3.126 -0.402  -0.372
H36 -0.327 0.248 -1.753  0.268
H37 -1.032 4.448 2.415  0.315
C20 -2.929 7.996 8.208  -1.088
C21 4.152 0.301 -2.897  -0.612
O5 -1.385 -2.531 -1.813  -0.497
C22 -0.163 0.236 -0.647  -0.311
H38 -0.716 -0.073 2.156  0.276
O6 -1.169 -2.271 -4.015  -0.508
H39 1.812 -3.203 2.481  0.166
H40 2.439 -2.892 0.492  0.126
H41 -2.220 -5.233 -8.697  0.303
H42 0.755 -4.614 -1.291  0.051
C23 -2.798 0.647 -0.563  -0.412
H43 2.066 -4.448 3.780  0.295
C24 0.747 -5.182 2.078  -0.484
H44 -5.079 0.724 2.181  0.356
H45 -0.532 -5.007 -5.277  0.197
H46 -1.864 -3.943 -5.760  0.238
C25 7.628 1.206 -2.579  -0.979
C26 0.941 -4.114 -0.301  0.063
C27 -3.338 5.751 3.471  -1.084
H47 3.123 0.820 -1.051  0.173
H48 5.990 2.313 -3.662  0.269
H49 3.849 0.811 -3.851  0.325
O7 2.975 -1.252 -1.466  -0.782

As for the net charge: -1. Its energy is -1664.49194 hartree.


The following is a DFT calculation (wB97M-V/def2-TZVPD) of a 15-piece molecular cluster, C3H36NO14 overall in a non-equilibrium geometry.

Last column: Mulliken charge in e.
Cartesian coordinates (Å):
H1 -2.749 2.363 3.508  0.269
H2 -1.563 2.415 -1.344  0.329
N1 -0.223 0.857 1.009  0.458
H3 -2.696 -2.124 -3.558  0.292
H4 1.234 -4.925 -1.439  0.282
O1 -3.762 1.263 -0.296  -0.681
H5 -0.795 0.528 0.238  -0.112
O2 2.854 -1.474 0.954  -0.673
H6 -1.511 3.973 -1.114  0.275
C1 1.162 1.380 0.673  -0.197
H7 -0.878 1.589 1.381  0.190
H8 0.893 -2.696 3.648  0.310
H9 -1.430 -2.207 -1.459  0.272
H10 -2.781 3.307 2.392  0.297
H11 -0.230 0.092 1.671  0.324
H12 1.393 -2.097 2.400  0.222
O3 1.610 -4.129 -1.056  -0.593
H13 3.067 -0.053 -1.287  0.221
O4 2.851 -1.968 -1.725  -0.701
H14 -3.845 -0.293 0.477  0.475
H15 1.790 0.610 0.321  0.588
H16 -1.492 -0.964 -3.760  0.269
H17 -0.934 -0.890 4.362  0.256
C2 1.327 2.689 0.798  -0.207
O5 0.882 -1.849 3.187  -0.550
O6 -1.623 -0.667 3.722  -0.554
H18 -3.366 2.105 0.005  0.323
H19 2.428 4.063 -0.360  0.301
H20 -2.497 -0.716 4.112  0.290
O7 -1.618 -1.617 -0.699  -0.585
H21 0.910 -1.354 -2.130  0.372
H22 2.481 -2.871 -1.570  0.440
H23 2.979 3.774 1.419  0.389
H24 1.373 -2.186 -3.309  0.267
O8 -2.241 -1.327 -3.294  -0.621
O9 0.666 -1.612 -3.018  -0.587
O10 -3.786 -1.146 0.950  -0.745
H25 -3.497 1.283 -1.221  0.287
H26 -0.237 0.776 -2.367  0.222
H27 -3.093 -0.895 1.571  0.295
H28 4.505 0.515 -1.089  0.348
O11 -1.049 0.843 -1.858  -0.485
O12 -2.268 2.528 2.669  -0.582
H29 3.718 -2.003 -2.134  0.225
H30 2.962 -1.852 0.047  0.405
H31 3.257 -0.602 0.898  0.339
C3 2.636 3.374 0.470  -1.261
O13 3.543 0.764 -1.109  -0.537
H32 3.505 2.754 0.234  0.251
H33 0.587 3.374 1.215  0.340
H34 -1.530 -0.007 -1.915  0.210
H35 1.337 -4.126 -0.129  0.280
O14 -1.715 3.135 -0.693  -0.609
H36 -2.543 -1.706 -0.399  0.367

As for the net charge: +1. Its relative energy (zero: lowest compared OMol25 entry of this formula, charge and spin) is 2.618 eV. Its energy is -1243.78694 hartree.


The following is a DFT calculation (wB97M-V/def2-TZVPD) of an isolated ion of composition C8H13N2 and charge +1 in a non-equilibrium geometry.

Last column: Mulliken charge in e.
Cartesian coordinates (Å):
H1 -0.762 -1.669 0.442  0.286
C1 -1.675 -0.218 1.677  -0.882
N1 -1.624 -0.301 -2.136  -0.504
H2 1.662 1.724 0.720  0.371
H3 0.912 1.695 -1.646  0.560
C2 1.617 -1.149 0.015  -0.885
H4 1.145 -2.078 -0.017  0.361
N2 -0.643 -0.704 0.751  -0.296
C3 0.753 -0.268 0.953  -0.207
H5 -2.603 -0.351 1.056  0.348
H6 1.038 -0.773 -2.155  0.431
C4 0.567 0.779 -1.054  0.351
C5 1.561 -0.362 -1.342  -0.823
H7 -1.497 0.816 2.170  0.281
H8 2.624 0.087 -1.603  0.334
H9 -2.936 1.323 -1.354  0.392
H10 1.048 -0.510 1.897  0.638
H11 -1.711 -0.751 2.703  0.319
H12 2.753 -1.104 0.269  0.324
C6 -2.075 0.721 -1.452  -0.549
C7 0.727 1.165 0.468  -1.111
H13 -0.097 1.624 0.817  0.507
C8 -0.785 0.302 -1.180  0.756

As for the net charge: +1. Its relative energy (zero: lowest compared OMol25 entry of this formula, charge and spin) is 5.493 eV. The SMILES is CN[C@H]1CC[C@@H](C2=[N+]=C2)C1. Its energy is -421.73503 hartree.


The following is a DFT calculation (wB97M-V/def2-TZVPD) of C27H35GaN4O7P2S2Si as an isolated structure.

Last column: Mulliken charge in e.
Cartesian coordinates (Å):
H1 3.895 -1.367 -1.080  0.335
C1 3.394 -0.495 -1.502  -1.289
C2 -0.603 -1.775 5.242  -0.871
C3 3.869 -0.208 -2.908  0.231
C4 0.235 -1.578 -2.940  -0.750
H2 -2.299 5.300 2.852  0.452
N1 -0.754 -1.108 -1.978  0.239
C5 -2.145 -1.410 -2.285  -1.626
C6 -2.504 0.824 -3.405  -0.028
H3 -3.512 -2.222 -4.483  0.361
C7 -1.074 3.590 2.435  0.569
C8 -1.865 1.499 3.204  0.745
S1 -1.478 0.211 0.183  -0.417
H4 2.257 -2.281 -2.867  0.537
O1 0.742 -1.273 1.685  0.460
C9 -3.891 -0.367 -5.491  -0.611
H5 -0.956 -2.253 6.158  0.441
C10 3.550 1.009 -3.503  -0.286
N2 1.952 -0.752 -1.488  0.803
H6 0.056 -0.949 5.518  0.237
H7 -0.268 4.602 0.731  0.235
H8 -4.100 3.941 3.875  0.437
H9 0.915 3.685 1.677  0.099
N3 -0.951 2.265 2.548  0.143
C11 3.938 1.275 -4.807  -0.741
C12 -3.514 -0.792 5.265  -1.372
C13 1.484 -1.945 -2.182  -0.966
C14 4.650 0.326 -5.528  -0.411
O2 4.055 1.168 3.529  -0.529
C15 -3.373 -1.146 -4.466  -0.521
N4 -1.468 0.218 3.260  0.693
S2 1.533 1.345 0.054  -0.537
C16 -2.684 -0.557 -3.414  1.005
H10 -3.365 0.103 5.872  0.381
H11 -3.652 -1.633 5.949  0.351
O3 1.604 1.075 3.168  0.157
H12 -3.037 -3.306 3.307  0.440
H13 2.997 1.749 -2.934  0.442
H14 -2.869 2.673 -4.419  0.402
C17 -3.056 2.094 3.667  -1.105
H15 -2.203 -2.463 -2.566  0.421
O4 3.068 -0.877 2.552  -0.160
H16 5.541 -1.624 -5.496  0.390
C18 -2.197 4.227 2.930  -0.734
H17 -4.426 -0.837 -6.306  0.380
H18 3.692 2.226 -5.261  0.411
P1 2.771 0.235 3.715  0.399
C19 0.036 4.322 1.742  -1.231
H19 3.580 0.359 -0.857  0.693
C20 -3.713 1.007 -5.474  -0.389
H20 4.857 -2.094 -3.171  0.428
H21 1.281 -2.732 -1.452  0.240
P2 1.980 -2.020 2.214  0.206
C21 -3.198 3.454 3.523  -0.491
H22 4.619 1.056 4.311  0.323
C22 4.588 -1.151 -3.634  -0.171
H23 -0.173 -2.439 -3.466  0.579
C23 -2.537 -2.442 2.864  -0.851
H24 0.457 -0.799 -3.677  0.298
Ga1 0.154 0.493 2.171  0.242
H25 0.019 -2.493 4.704  0.225
H26 -1.648 -2.796 2.335  0.158
C24 4.979 -0.885 -4.939  -0.664
H27 0.289 5.232 2.285  0.446
C25 -0.380 -0.370 -0.928  0.717
C26 1.084 -0.011 -0.817  -0.272
H28 -4.118 1.614 -6.274  0.385
H29 -2.730 -1.255 -1.380  0.462
H30 -4.437 -0.678 4.694  0.324
H31 -3.210 -1.993 2.130  0.237
H32 -1.972 1.285 -2.581  0.414
C27 -3.015 1.601 -4.432  -0.787
H33 3.014 -3.506 1.127  0.300
H34 -3.823 1.489 4.124  0.404
O5 2.658 -0.335 5.055  -0.670
O6 1.813 -3.052 3.233  -0.754
Si1 -2.018 -1.175 4.169  0.015
H35 4.954 0.535 -6.546  0.387
O7 2.650 -2.643 0.874  -0.445

Its energy is -5489.42741 hartree.


The following is a DFT calculation (wB97M-V/def2-TZVPD) of C4H4O4 as an isolated structure in a non-equilibrium geometry.

Last column: Mulliken charge in e.
Cartesian coordinates (Å):
C1 -0.795 -0.751 -0.146  0.159
C2 0.654 0.339 -0.908  -0.256
C3 0.424 -0.705 0.757  0.003
O1 -1.487 0.457 0.019  -0.439
O2 -0.248 -0.703 -1.295  -0.418
H1 -0.355 2.400 0.215  0.397
O3 0.298 0.645 1.292  -0.427
H2 1.221 0.573 -1.814  0.435
H3 -1.394 -1.719 0.186  0.413
H4 0.483 -1.462 1.622  0.438
C4 -0.297 1.286 0.164  0.098
O4 1.495 -0.359 -0.093  -0.403

Its relative energy (zero: lowest compared OMol25 entry of this formula, charge and spin) is 4.483 eV. Its energy is -455.64828 hartree.